Record 1
Density functional theory data (ωB97M-V/def2-TZVPD) for a 4-piece molecular cluster, C2H12NO3 overall.

Atoms and positions in Å:
C: 1.997 -0.115 -0.817
C: 0.020 0.767 -1.763
N: 0.847 0.866 -0.812
H: 1.991 -0.547 -1.799
H: 2.775 0.620 -0.630
H: 1.885 -0.750 0.037
H: 0.119 -0.046 -2.442
H: -0.921 1.272 -2.093
H: 0.644 1.101 0.139
H: -3.291 3.209 -1.275
H: -2.067 4.131 -0.645
O: -2.493 3.292 -0.697
H: -0.282 1.694 2.363
H: -0.924 2.216 1.114
O: -0.229 1.590 1.434
H: -0.724 -6.739 2.400
H: 0.731 -6.543 2.832
O: -0.076 -6.018 2.653

Properties
- LUMO (spin up / spin down) (eV) = 0.6 / 0.6
- 2S+1 = 2
- net charge = 0
- gap between HOMO and LUMO (spin up / spin down) (hartree) = 0.191 / 0.372
- E_HOMO (spin up / spin down) (eV) = -4.5753 / -9.5195
- expectation value of S² = 0.75

---

Record 2
Density functional theory data (ωB97M-V/def2-TZVPD) for a 4-piece molecular cluster, C2H12NO3 overall.

Atoms and positions in Å:
C: 1.379 -0.086 1.121
C: 0.997 1.098 -1.086
N: 1.504 0.162 -0.363
H: 2.408 -0.406 1.367
H: 1.136 0.889 1.583
H: 0.582 -0.803 1.169
H: 1.135 2.052 -0.525
H: 0.382 0.994 -1.950
H: 1.641 -0.854 -0.743
H: -3.316 0.135 2.874
H: -1.982 -0.408 3.597
O: -2.352 0.016 2.767
H: 0.596 -3.082 -1.510
H: 1.595 -2.481 -2.368
O: 1.160 -2.349 -1.540
H: -2.652 1.494 -0.543
H: -2.133 2.125 -1.756
O: -1.830 1.476 -1.084

Properties
- LUMO (eV) = -4.5
- net charge = +1
- gap between HOMO and LUMO (hartree) = 0.360
- E_HOMO (eV) = -14.3237

---

Record 3
Density functional theory data (ωB97M-V/def2-TZVPD) for a 4-piece molecular cluster, C2H12NO3 overall.

Atoms and positions in Å:
C: 2.733 1.194 0.664
C: 1.804 -0.551 -1.028
N: 1.644 0.620 -0.418
H: 3.045 0.491 1.434
H: 2.141 1.960 1.258
H: 3.505 1.638 0.080
H: 2.850 -0.993 -1.083
H: 0.959 -1.001 -1.635
H: 0.582 0.933 -0.410
H: -1.914 -3.858 0.227
H: -2.690 -3.027 1.198
O: -2.278 -2.926 0.333
H: -0.834 2.429 0.754
H: -1.561 1.366 0.022
O: -0.626 1.520 0.278
H: -2.827 0.148 -1.273
H: -3.559 -0.296 0.014
O: -2.975 0.353 -0.415

Properties
- LUMO (eV) = -4.5
- net charge = +1
- gap between HOMO and LUMO (hartree) = 0.370
- E_HOMO (eV) = -14.5184